{"formula": "C35H40AuNO5", "method": "ωB97M-V with the def2-TZVPD basis set", "species": ["C", "C", "C", "C", "H", "H", "C", "H", "H", "C", "H", "H", "C", "C", "C", "O", "O", "O", "O", "C", "H", "H", "H", "C", "H", "H", "H", "O", "H", "H", "C", "C", "H", "H", "H", "H", "H", "H", "Au", "C", "C", "C", "H", "C", "C", "H", "H", "H", "H", "C", "C", "C", "H", "C", "C", "H", "H", "H", "H", "C", "C", "C", "C", "C", "C", "N", "C", "C", "C", "C", "C", "C", "H", "H", "H", "H", "H", "H", "H", "H", "H", "H"], "xyz": [[-0.13, -0.18, -6.32], [-0.64, -1.17, -5.23], [-0.31, 1.25, -5.76], [-1.44, 1.11, -4.73], [-0.55, 1.95, -6.57], [0.63, 1.56, -5.27], [-1.14, -0.29, -4.09], [0.18, -1.83, -4.94], [-1.46, -1.78, -5.64], [-0.04, -0.22, -3.00], [-2.07, -0.70, -3.64], [-2.38, 0.98, -5.28], [-1.61, 2.24, -3.80], [1.33, -0.33, -6.70], [-0.91, -0.33, -7.64], [-1.70, 0.53, -7.99], [2.16, -0.94, -6.04], [1.63, 0.29, -7.85], [-0.70, -1.40, -8.45], [0.06, -2.59, -8.11], [0.05, -2.84, -7.04], [1.09, -2.49, -8.48], [-0.44, -3.39, -8.67], [3.02, 0.25, -8.15], [3.60, 0.76, -7.36], [3.13, 0.77, -9.10], [3.37, -0.79, -8.22], [-0.51, 0.48, -1.92], [0.90, 0.22, -3.42], [0.23, -1.26, -2.71], [-2.96, 2.52, -3.31], [-0.48, 3.10, -3.46], [-0.05, 3.60, -4.34], [0.32, 2.54, -2.96], [-0.79, 3.89, -2.75], [-2.93, 2.85, -2.26], [-3.60, 1.64, -3.39], [-3.42, 3.34, -3.89], [0.27, -0.41, 0.10], [-1.83, -1.03, 1.64], [-2.23, -0.83, 0.29], [-1.51, -1.75, -0.54], [-3.03, -0.17, -0.04], [-0.59, -2.49, 0.31], [-0.77, -1.99, 1.66], [-0.28, -2.39, 2.54], [-2.33, -0.61, 2.50], [-1.71, -1.96, -1.59], [0.04, -3.31, -0.01], [2.18, 1.34, 0.52], [2.31, 0.25, 1.41], [2.43, -0.96, 0.64], [2.44, 0.33, 2.49], [2.37, -0.58, -0.77], [2.19, 0.85, -0.81], [2.19, 1.47, -1.71], [2.17, 2.40, 0.79], [2.62, -1.96, 1.02], [2.53, -1.23, -1.62], [-0.82, 5.57, 0.57], [-1.31, 4.48, -0.17], [-1.10, 3.18, 0.26], [-0.50, 2.93, 1.52], [0.09, 4.04, 2.20], [-0.09, 5.33, 1.74], [-0.50, 1.68, 2.05], [-0.71, 1.48, 3.39], [-0.07, 0.39, 4.04], [-0.26, 0.16, 5.40], [-1.10, 1.00, 6.15], [-1.75, 2.07, 5.52], [-1.58, 2.30, 4.16], [-1.03, 6.59, 0.25], [-1.89, 4.66, -1.08], [-1.44, 2.32, -0.32], [0.64, 3.84, 3.13], [0.31, 6.16, 2.32], [0.58, -0.23, 3.42], [0.27, -0.67, 5.85], [-1.22, 0.83, 7.22], [-2.40, 2.74, 6.09], [-2.11, 3.11, 3.65]], "homo_lumo_gap_ev": [4.2, 4.2], "homo_energy_ha": [-0.0152, -0.0142], "multiplicity": 3, "charge": -2}

=====

{"formula": "C35H40BO5", "method": "ωB97M-V with the def2-TZVPD basis set", "species": ["C", "C", "O", "O", "C", "B", "O", "C", "C", "O", "O", "H", "H", "H", "H", "H", "H", "H", "H", "H", "H", "C", "C", "C", "C", "C", "C", "H", "H", "H", "H", "H", "H", "C", "C", "C", "C", "C", "C", "H", "H", "H", "H", "H", "H", "C", "C", "C", "C", "C", "C", "H", "H", "H", "H", "H", "H", "C", "C", "C", "C", "C", "C", "H", "H", "H", "H", "H", "H", "C", "C", "C", "C", "C", "C", "H", "H", "H", "H", "H", "H"], "xyz": [[4.35, 2.78, 1.05], [3.51, 4.02, 1.26], [3.90, 4.89, 2.00], [2.40, 3.96, 0.62], [1.55, 5.15, 0.58], [-0.03, 4.74, 0.83], [-0.26, 4.40, 2.26], [-0.13, 3.03, 2.39], [-0.41, 2.43, 0.98], [0.61, 1.58, 0.40], [-0.50, 3.50, 0.16], [5.08, 2.95, 0.27], [3.69, 1.96, 0.81], [4.86, 2.56, 1.97], [1.61, 5.61, -0.40], [1.81, 5.88, 1.34], [-0.76, 5.64, 0.42], [0.88, 2.82, 2.78], [-0.85, 2.66, 3.12], [-1.30, 1.80, 1.03], [1.15, 1.17, 1.09], [-3.46, 0.39, -0.86], [-2.39, -0.47, -0.66], [-2.54, -1.83, -0.90], [-3.75, -2.32, -1.37], [-4.81, -1.46, -1.58], [-4.67, -0.10, -1.32], [-3.34, 1.45, -0.66], [-1.44, -0.08, -0.30], [-1.70, -2.50, -0.74], [-3.86, -3.38, -1.57], [-5.76, -1.84, -1.95], [-5.50, 0.57, -1.48], [1.94, -3.26, -2.34], [3.16, -2.85, -1.83], [3.35, -1.53, -1.44], [2.31, -0.62, -1.56], [1.08, -1.03, -2.07], [0.90, -2.35, -2.46], [1.79, -4.29, -2.64], [3.97, -3.56, -1.73], [4.30, -1.21, -1.05], [2.44, 0.41, -1.26], [0.27, -0.32, -2.16], [-0.06, -2.67, -2.87], [-8.82, -2.27, -0.93], [-10.18, -2.50, -0.75], [-10.69, -2.63, 0.54], [-9.84, -2.52, 1.63], [-8.49, -2.29, 1.45], [-7.98, -2.16, 0.16], [-8.42, -2.17, -1.93], [-10.83, -2.57, -1.60], [-11.75, -2.81, 0.68], [-10.24, -2.62, 2.64], [-7.83, -2.20, 2.30], [-6.92, -1.99, 0.02], [1.17, -7.49, -3.56], [0.19, -6.72, -2.94], [-0.32, -7.10, -1.71], [0.17, -8.23, -1.08], [1.15, -9.00, -1.69], [1.65, -8.63, -2.93], [1.56, -7.20, -4.52], [-0.18, -5.83, -3.43], [-1.08, -6.50, -1.23], [-0.22, -8.52, -0.11], [1.53, -9.89, -1.20], [2.41, -9.23, -3.41], [7.65, 6.82, 1.59], [6.56, 6.30, 2.29], [6.47, 6.51, 3.66], [7.45, 7.24, 4.32], [8.53, 7.76, 3.62], [8.63, 7.55, 2.25], [7.72, 6.66, 0.52], [5.79, 5.73, 1.79], [5.63, 6.11, 4.20], [7.37, 7.41, 5.39], [9.29, 8.33, 4.13], [9.47, 7.95, 1.70]], "homo_lumo_gap_ev": 6.8, "homo_energy_ha": -0.1702, "multiplicity": 1, "charge": -1}

=====

{"formula": "C35H40ClIrN5OS7", "method": "ωB97M-V with the def2-TZVPD basis set", "species": ["Ir", "C", "N", "C", "C", "N", "C", "C", "C", "C", "C", "C", "C", "S", "C", "C", "C", "C", "C", "C", "S", "H", "H", "H", "H", "H", "H", "H", "H", "H", "H", "H", "H", "H", "H", "H", "H", "H", "H", "S", "C", "S", "C", "C", "S", "S", "S", "C", "C", "C", "C", "C", "O", "C", "C", "C", "C", "C", "C", "Cl", "C", "C", "C", "N", "C", "N", "C", "N", "H", "H", "H", "H", "H", "H", "H", "H", "H", "H", "H", "H", "H", "H", "H", "H", "H", "H", "H", "H", "H", "H"], "xyz": [[0.20, 0.17, 0.00], [0.78, -3.22, -0.36], [-0.09, -2.39, 0.48], [0.35, -2.38, 1.89], [-0.27, -1.21, 2.63], [0.25, 0.12, 2.20], [-0.66, 1.15, 2.78], [1.61, 0.31, 2.74], [1.80, 0.72, 4.06], [3.07, 0.88, 4.57], [4.17, 0.62, 3.77], [3.99, 0.20, 2.47], [2.71, 0.03, 1.94], [2.52, -0.54, 0.31], [-1.46, -2.83, 0.35], [-1.81, -4.17, 0.51], [-3.11, -4.59, 0.34], [-4.09, -3.67, -0.01], [-3.76, -2.33, -0.14], [-2.45, -1.89, 0.05], [-2.16, -0.16, 0.02], [0.86, -4.25, 0.02], [1.78, -2.79, -0.37], [0.38, -3.26, -1.36], [1.44, -2.29, 1.90], [0.09, -3.32, 2.39], [-0.08, -1.32, 3.70], [-1.35, -1.20, 2.48], [-0.83, 0.95, 3.84], [-1.61, 1.10, 2.26], [-0.22, 2.13, 2.66], [0.95, 0.93, 4.70], [3.20, 1.21, 5.59], [5.18, 0.77, 4.15], [4.84, 0.00, 1.82], [-1.04, -4.89, 0.78], [-3.36, -5.64, 0.46], [-5.11, -3.99, -0.16], [-4.52, -1.60, -0.38], [1.18, 7.18, 2.30], [1.04, 5.74, 1.53], [2.39, 4.82, 0.94], [1.47, 3.50, 0.24], [0.15, 3.55, 0.42], [-0.95, 2.30, -0.10], [-0.48, 4.95, 1.27], [2.22, 2.18, -0.56], [-4.28, -2.05, -6.27], [-3.57, -0.88, -5.58], [-4.26, 0.42, -6.06], [-3.80, -0.97, -4.07], [-2.05, -0.87, -5.97], [-1.93, -0.48, -7.35], [-1.31, -2.21, -5.85], [-1.42, -3.06, -4.59], [-0.49, -4.26, -4.57], [-0.57, -5.14, -3.49], [0.25, -6.24, -3.39], [1.18, -6.48, -4.39], [2.24, -7.86, -4.26], [1.27, -5.65, -5.48], [0.44, -4.54, -5.57], [-1.27, 0.28, -5.30], [-0.54, -0.03, -4.08], [-0.83, 0.35, -2.84], [0.16, 0.00, -2.04], [1.06, -0.60, -2.87], [0.67, -0.63, -4.12], [-5.33, -2.05, -5.99], [-3.87, -3.02, -5.98], [-4.24, -1.98, -7.36], [-5.34, 0.30, -5.96], [-4.02, 0.64, -7.10], [-3.97, 1.28, -5.45], [-4.87, -0.90, -3.87], [-3.34, -0.13, -3.53], [-3.45, -1.89, -3.62], [-2.40, -1.13, -7.89], [-0.26, -1.98, -6.02], [-1.63, -2.82, -6.70], [-2.44, -3.45, -4.49], [-1.24, -2.47, -3.69], [-1.30, -4.95, -2.71], [0.18, -6.92, -2.54], [1.99, -5.85, -6.26], [0.53, -3.90, -6.43], [-1.93, 1.12, -5.07], [-0.54, 0.62, -6.03], [-1.71, 0.89, -2.54], [2.01, -0.98, -2.53]], "homo_lumo_gap_ev": [6.3, 5.4], "homo_energy_ha": [-0.2549, -0.2507], "multiplicity": 2}

=====

{"formula": "C35H40CoN4P2", "method": "ωB97M-V with the def2-TZVPD basis set", "species": ["Co", "C", "C", "C", "C", "C", "C", "C", "C", "C", "H", "H", "H", "H", "H", "H", "H", "H", "H", "H", "H", "H", "H", "H", "H", "P", "P", "N", "N", "N", "N", "C", "C", "C", "C", "C", "C", "C", "C", "C", "C", "C", "C", "C", "C", "C", "C", "C", "C", "H", "H", "H", "H", "H", "H", "H", "H", "H", "H", "H", "H", "H", "H", "H", "H", "H", "H", "H", "H", "C", "C", "C", "C", "C", "C", "C", "C", "H", "H", "H", "H", "H"], "xyz": [[0.36, 1.43, -1.46], [-1.96, 1.76, -6.96], [-2.05, 0.46, -6.68], [-1.32, -0.60, -7.46], [0.17, -0.32, -7.72], [0.87, 0.48, -6.65], [0.94, 1.82, -6.69], [0.30, 2.63, -7.79], [-1.17, 2.29, -8.12], [1.39, 1.54, 0.25], [-2.60, 2.50, -6.47], [-2.76, 0.04, -5.96], [-1.81, -0.73, -8.44], [-1.42, -1.56, -6.93], [0.67, -1.30, -7.81], [0.26, 0.18, -8.70], [1.48, -0.11, -5.97], [1.54, 2.40, -5.99], [0.88, 2.50, -8.73], [0.37, 3.70, -7.54], [-1.64, 3.23, -8.47], [-1.19, 1.58, -8.96], [0.69, 2.00, 0.98], [2.36, 2.09, 0.19], [1.52, 0.49, 0.59], [1.66, -0.28, -1.89], [-1.52, -0.99, -1.13], [2.72, 0.80, -2.84], [2.83, -1.45, -1.35], [-1.89, 0.42, -1.96], [-2.95, -1.78, -0.88], [0.60, -1.17, -3.05], [-0.58, -1.90, -2.35], [2.46, 2.16, -2.65], [3.49, 2.88, -3.22], [4.38, 1.93, -3.82], [3.91, 0.66, -3.53], [3.79, -1.21, -0.36], [4.47, -2.40, -0.13], [3.93, -3.38, -1.01], [2.95, -2.78, -1.76], [-1.43, 1.74, -1.61], [-1.85, 2.60, -2.69], [-2.51, 1.79, -3.63], [-2.51, 0.48, -3.17], [-3.93, -2.15, -1.82], [-4.89, -2.90, -1.16], [-4.50, -2.99, 0.22], [-3.32, -2.30, 0.38], [1.26, -1.90, -3.56], [0.24, -0.45, -3.82], [-1.31, -2.22, -3.12], [-0.23, -2.80, -1.82], [1.58, 2.45, -2.04], [3.58, 3.95, -3.21], [5.25, 2.18, -4.39], [4.29, -0.32, -3.78], [3.90, -0.23, 0.06], [5.23, -2.54, 0.61], [4.21, -4.42, -1.06], [2.32, -3.18, -2.54], [-1.31, 1.98, -0.55], [-1.73, 3.68, -2.70], [-2.96, 2.06, -4.57], [-2.94, -0.40, -3.61], [-3.81, -1.86, -2.85], [-5.78, -3.30, -1.62], [-5.02, -3.49, 1.02], [-2.70, -2.14, 1.25], [-0.79, -0.35, 0.25], [-0.69, -0.40, 1.50], [-0.61, -0.37, 2.90], [-1.63, 0.26, 3.64], [-1.55, 0.33, 5.03], [-0.42, -0.16, 5.70], [0.58, -0.83, 4.97], [0.49, -0.94, 3.58], [-2.46, 0.72, 3.13], [-2.38, 0.75, 5.59], [-0.31, -0.04, 6.79], [1.46, -1.23, 5.50], [1.28, -1.43, 3.01]], "homo_lumo_gap_ev": [5.2, 7.3], "homo_energy_ha": [-0.1833, -0.2592], "multiplicity": 4}

=====

{"formula": "C35H40N13O6P2RbS", "method": "ωB97M-V with the def2-TZVPD basis set", "species": ["Rb", "C", "N", "C", "C", "N", "C", "P", "C", "N", "C", "C", "N", "C", "C", "N", "C", "C", "N", "C", "H", "H", "H", "H", "H", "H", "H", "H", "H", "H", "H", "H", "H", "H", "H", "O", "C", "O", "C", "O", "C", "C", "O", "O", "H", "H", "H", "H", "H", "S", "C", "N", "N", "C", "C", "C", "C", "C", "C", "N", "N", "C", "C", "C", "C", "C", "C", "H", "H", "H", "H", "H", "H", "H", "H", "H", "H", "H", "C", "P", "C", "C", "H", "H", "H", "H", "H", "H", "H", "H", "H", "O", "N", "C", "C", "N", "C", "N"], "xyz": [[-0.24, -0.08, -0.99], [5.69, -3.23, -1.54], [4.52, -2.48, -1.10], [4.55, -1.48, -0.17], [3.27, -1.00, -0.08], [2.46, -1.70, -0.94], [3.22, -2.58, -1.56], [2.75, -3.76, -2.86], [1.89, -2.68, -4.06], [0.86, -3.13, -4.75], [0.50, -2.10, -5.60], [1.33, -1.03, -5.42], [2.23, -1.42, -4.45], [3.33, -0.58, -3.96], [1.27, -4.59, -2.14], [0.49, -4.17, -1.17], [-0.57, -5.04, -1.13], [-0.42, -6.00, -2.09], [0.76, -5.72, -2.72], [1.29, -6.42, -3.88], [6.15, -3.76, -0.70], [6.43, -2.56, -1.97], [5.40, -3.96, -2.28], [5.46, -1.21, 0.36], [2.89, -0.22, 0.57], [-0.34, -2.19, -6.27], [1.37, -0.04, -5.85], [3.91, -0.21, -4.81], [3.98, -1.17, -3.31], [2.94, 0.28, -3.42], [-1.38, -4.91, -0.43], [-1.03, -6.85, -2.38], [0.95, -7.45, -3.87], [2.37, -6.40, -3.86], [0.95, -5.93, -4.80], [-4.33, 0.27, -1.80], [-3.15, 0.00, -2.31], [-2.44, -0.93, -1.99], [-2.74, 0.98, -3.40], [-1.35, 0.95, -3.51], [-0.81, 1.89, -4.43], [0.72, 1.77, -4.43], [1.27, 1.84, -5.56], [1.24, 1.60, -3.29], [-4.48, -0.15, -0.87], [-3.11, 1.98, -3.12], [-3.23, 0.69, -4.33], [-1.08, 2.91, -4.13], [-1.19, 1.71, -5.43], [1.98, 0.68, 2.75], [1.17, 2.21, 2.79], [1.38, 3.18, 3.61], [2.33, 2.96, 4.54], [2.69, 3.94, 5.44], [3.71, 3.68, 6.37], [4.06, 4.65, 7.31], [3.42, 5.88, 7.34], [2.42, 6.14, 6.40], [2.05, 5.19, 5.46], [0.13, 2.42, 1.78], [-0.48, 3.46, 1.92], [-1.56, 3.72, 1.03], [-1.62, 5.00, 0.48], [-2.71, 5.39, -0.27], [-3.80, 4.53, -0.42], [-3.75, 3.27, 0.15], [-2.62, 2.84, 0.85], [2.80, 2.06, 4.51], [4.21, 2.72, 6.35], [4.84, 4.42, 8.02], [3.70, 6.63, 8.08], [1.92, 7.10, 6.41], [1.28, 5.39, 4.73], [-0.77, 5.66, 0.64], [-2.74, 6.38, -0.71], [-4.68, 4.85, -0.96], [-4.58, 2.60, 0.05], [-2.61, 1.87, 1.33], [-2.90, -2.96, 2.11], [-1.76, -1.61, 1.60], [-0.17, -2.39, 2.11], [-1.95, -0.50, 3.05], [-2.79, -3.17, 3.18], [-2.68, -3.87, 1.54], [-3.94, -2.68, 1.90], [-0.27, -2.88, 3.09], [0.59, -1.61, 2.19], [0.16, -3.12, 1.36], [-2.91, 0.02, 3.03], [-1.15, 0.24, 3.03], [-1.87, -1.06, 3.99], [-4.69, -0.34, 0.60], [-5.89, -0.71, 0.68], [-6.47, -0.51, 1.83], [-5.86, 0.14, 2.98], [-5.39, 0.67, 3.88], [-7.84, -0.95, 1.97], [-8.93, -1.30, 2.12]], "homo_lumo_gap_ev": 5.9, "homo_energy_ha": -0.0908, "multiplicity": 1, "charge": -2}